[1]
{
  "formula": "C3H7PS",
  "method": "ωB97M-V/def2-TZVPD",
  "e_lumo_ev": 0.69,
  "gap_ha": 0.356,
  "energy_ev": -23345.9615,
  "multiplicity": 1,
  "e_homo_ev": -8.995,
  "smiles": "CC#P.CS",
  "elements": ["C", "C", "C", "P", "S", "H", "H", "H", "H", "H", "H", "H"],
  "positions_angstrom": [[2.50, 0.25, -0.06], [2.69, -0.68, -1.19], [-1.58, -0.72, 0.38], [2.53, 1.23, 1.17], [-2.45, 0.91, 0.27], [-1.52, 1.12, -0.70], [1.72, -0.45, -1.71], [2.67, -1.78, -0.97], [3.50, -0.29, -1.76], [-0.53, -0.52, -0.02], [-2.19, -1.40, -0.19], [-1.45, -1.03, 1.49]]
}

=====

[2]
{
  "formula": "C3H83O39Pt",
  "method": "ωB97M-V/def2-TZVPD",
  "charge": 1,
  "s2": 2.003,
  "e_lumo_ev": [-1.77, -2.95],
  "gap_ha": [0.311, 0.301],
  "energy_ev": -87556.9326,
  "multiplicity": 3,
  "e_homo_ev": [-10.227, -11.142],
  "elements": ["Pt", "C", "C", "C", "O", "H", "H", "H", "H", "H", "H", "H", "O", "H", "H", "O", "H", "H", "O", "H", "H", "O", "H", "H", "O", "H", "H", "O", "H", "H", "O", "H", "H", "O", "H", "H", "O", "H", "H", "O", "H", "H", "O", "H", "H", "O", "H", "H", "O", "H", "H", "O", "H", "H", "O", "H", "H", "O", "H", "H", "O", "H", "H", "O", "H", "H", "O", "H", "H", "O", "H", "H", "O", "H", "H", "O", "H", "H", "O", "H", "H", "O", "H", "H", "O", "H", "H", "O", "H", "H", "O", "H", "H", "O", "H", "H", "O", "H", "H", "O", "H", "H", "O", "H", "H", "O", "H", "H", "O", "H", "H", "O", "H", "H", "O", "H", "H", "O", "H", "H", "O", "H", "H", "O", "H", "H"],
  "positions_angstrom": [[0.93, 2.85, 0.85], [-0.42, -0.20, 1.18], [-0.14, 0.26, -0.27], [-1.05, -0.43, -1.23], [-0.31, 1.63, -0.42], [0.33, 0.07, 1.86], [-0.54, -1.29, 1.24], [-1.33, 0.33, 1.56], [0.86, -0.03, -0.63], [-0.81, -1.51, -1.28], [-0.73, -0.01, -2.21], [-2.10, -0.34, -1.11], [3.81, -1.48, 0.47], [3.67, -0.85, -0.22], [3.20, -1.43, 1.24], [2.50, 3.70, 2.56], [3.09, 2.94, 2.45], [2.90, 4.28, 1.90], [2.67, 1.11, 1.70], [3.10, 0.94, 0.91], [2.35, 0.40, 2.22], [-2.96, 2.72, 3.05], [-3.33, 1.88, 2.70], [-3.06, 2.68, 3.99], [-4.40, -2.45, 0.15], [-5.34, -2.39, 0.11], [-4.14, -1.69, -0.41], [2.79, 2.97, -0.55], [3.00, 2.13, -1.15], [2.60, 3.67, -1.24], [5.39, 2.24, -3.15], [5.73, 2.75, -2.39], [5.13, 2.86, -3.89], [2.22, 4.15, -3.26], [1.78, 4.98, -3.36], [2.84, 3.95, -4.02], [4.89, -2.57, 4.11], [5.71, -2.15, 4.35], [5.00, -3.41, 3.73], [-3.20, 2.19, 0.00], [-2.27, 1.88, 0.12], [-3.18, 2.72, -0.80], [-4.82, 0.17, -1.11], [-4.44, 1.01, -0.71], [-5.81, 0.11, -1.05], [3.74, 2.51, -5.52], [2.98, 1.93, -5.70], [3.76, 3.05, -6.28], [-1.37, -1.66, 3.88], [-0.81, -2.33, 3.49], [-2.24, -1.69, 3.47], [-0.41, 3.29, 2.40], [-0.24, 2.46, 2.97], [-1.31, 3.16, 2.10], [2.46, -1.71, 2.89], [2.20, -2.49, 2.45], [3.26, -1.95, 3.34], [2.45, -1.01, -3.39], [2.10, -1.83, -3.03], [1.83, -0.76, -4.12], [3.52, 0.77, -1.78], [4.13, 1.16, -2.41], [2.99, 0.20, -2.35], [-4.18, -0.08, 2.57], [-4.94, -0.53, 2.95], [-4.21, -0.17, 1.64], [-0.33, 2.82, -2.76], [-0.28, 2.30, -1.90], [0.44, 3.38, -2.92], [-3.01, 5.14, 0.44], [-3.24, 6.08, 0.67], [-3.55, 4.67, 1.07], [2.48, -6.85, 1.53], [2.50, -7.76, 1.26], [3.08, -6.40, 0.91], [-0.79, 1.42, -5.36], [-0.60, 1.91, -4.51], [-1.70, 1.12, -5.21], [3.42, -4.78, 3.29], [3.56, -4.98, 4.22], [3.50, -5.65, 2.91], [-7.93, -1.03, -0.01], [-7.96, -1.36, 0.92], [-8.87, -1.04, -0.32], [1.99, 0.51, -6.04], [1.02, 0.74, -5.91], [1.97, 0.23, -6.93], [0.04, 6.10, -3.27], [-0.33, 5.92, -2.36], [-0.63, 6.69, -3.62], [-0.28, 4.72, -0.45], [-0.50, 4.17, -1.22], [-1.11, 4.84, 0.05], [-3.15, 0.83, -3.64], [-3.77, 0.13, -3.41], [-2.93, 1.30, -2.82], [-3.67, -3.80, 3.41], [-4.00, -4.38, 4.10], [-3.22, -4.34, 2.76], [5.78, -3.60, -0.09], [6.62, -3.51, -0.55], [5.26, -2.81, -0.05], [-2.81, -4.94, 1.10], [-3.35, -4.31, 0.61], [-2.03, -5.06, 0.53], [-1.79, 0.42, 5.72], [-1.93, -0.34, 5.17], [-2.03, 0.25, 6.64], [1.14, -3.32, 1.15], [1.34, -3.11, 0.25], [1.30, -4.25, 1.35], [-5.93, -1.98, 3.07], [-5.20, -2.61, 3.08], [-6.43, -2.07, 3.89], [1.61, -3.69, -1.78], [2.43, -4.21, -1.70], [0.89, -4.27, -2.04], [0.52, 1.50, 4.32], [0.43, 0.53, 4.19], [-0.25, 1.52, 4.94], [-2.82, 3.51, -2.62], [-1.88, 3.48, -2.91], [-3.40, 3.40, -3.36], [3.81, -5.67, -0.94], [4.54, -5.07, -0.63], [4.21, -6.08, -1.73]]
}

=====

[3]
{
  "formula": "C3H8AlCl2S",
  "method": "ωB97M-V/def2-TZVPD",
  "charge": -1,
  "e_lumo_ev": 3.29,
  "gap_ha": 0.286,
  "energy_ev": -45720.5297,
  "multiplicity": 1,
  "e_homo_ev": -4.490,
  "elements": ["C", "C", "Cl", "C", "Cl", "Al", "S", "H", "H", "H", "H", "H", "H", "H", "H"],
  "positions_angstrom": [[0.05, 0.95, -2.07], [0.05, 0.99, -0.56], [1.76, 1.23, -0.02], [-0.63, -0.17, 0.19], [-1.77, -1.06, -0.91], [0.42, -1.59, 1.25], [0.43, -0.84, 3.45], [-0.97, 0.97, -2.45], [0.59, 1.82, -2.45], [0.53, 0.05, -2.44], [-0.43, 1.92, -0.25], [-1.31, 0.30, 0.89], [-0.38, -3.00, 1.22], [1.95, -1.84, 0.82], [-0.30, 0.26, 3.33]]
}

=====

[4]
{
  "formula": "C3H8As6CuF36NO",
  "method": "ωB97M-V/def2-TZVPD",
  "charge": -3,
  "s2": 0.751,
  "e_lumo_ev": [3.96, 3.51],
  "gap_ha": [0.303, 0.287],
  "energy_ev": -514297.1079,
  "multiplicity": 2,
  "e_homo_ev": [-4.294, -4.293],
  "elements": ["Cu", "C", "C", "O", "N", "H", "H", "C", "H", "H", "H", "H", "H", "H", "As", "F", "F", "F", "F", "F", "F", "As", "F", "F", "F", "F", "F", "F", "As", "F", "F", "F", "F", "F", "F", "As", "F", "F", "F", "F", "F", "F", "As", "F", "F", "F", "F", "F", "F", "As", "F", "F", "F", "F", "F", "F"],
  "positions_angstrom": [[-14.63, 14.36, 11.23], [-15.83, 14.21, 16.35], [-15.83, 15.18, 15.14], [-15.55, 14.92, 13.98], [-16.49, 16.54, 15.43], [-17.49, 16.45, 15.53], [-16.21, 16.66, 16.39], [-15.91, 17.74, 14.58], [-15.78, 13.20, 15.93], [-16.77, 14.07, 16.89], [-14.96, 14.44, 16.96], [-16.68, 18.51, 14.64], [-15.73, 17.35, 13.58], [-14.92, 17.99, 14.95], [-15.68, 16.54, 8.13], [-16.91, 15.23, 7.98], [-15.07, 15.76, 9.67], [-14.38, 17.86, 8.20], [-16.21, 17.15, 6.53], [-16.93, 17.53, 8.92], [-14.40, 15.57, 7.34], [-11.28, 13.88, 9.14], [-10.12, 14.20, 10.51], [-9.95, 13.27, 8.13], [-12.50, 13.43, 7.79], [-12.76, 14.34, 10.18], [-11.16, 15.50, 8.48], [-11.41, 12.26, 9.78], [-15.52, 11.08, 9.23], [-16.30, 10.56, 10.77], [-17.05, 11.85, 8.61], [-14.73, 11.47, 7.65], [-13.99, 10.22, 9.78], [-16.20, 9.55, 8.42], [-14.97, 12.55, 10.08], [-12.33, 17.30, 12.14], [-13.54, 18.51, 11.54], [-11.94, 17.00, 10.42], [-11.38, 15.86, 12.62], [-12.76, 17.57, 13.81], [-13.67, 16.06, 11.94], [-10.94, 18.42, 12.24], [-18.42, 14.17, 12.06], [-16.72, 14.43, 11.59], [-19.16, 15.02, 10.68], [-20.11, 13.85, 12.73], [-17.79, 13.16, 13.38], [-18.27, 15.52, 13.17], [-18.57, 12.74, 10.95], [-13.29, 11.88, 13.89], [-13.87, 13.09, 12.66], [-15.00, 11.61, 14.33], [-12.89, 10.61, 15.08], [-11.56, 12.15, 13.41], [-13.07, 13.15, 15.13], [-13.43, 10.60, 12.62]]
}

=====

[5]
{
  "formula": "C3H8AsF6O3SSn",
  "method": "ωB97M-V/def2-TZVPD",
  "charge": 1,
  "e_lumo_ev": -8.61,
  "gap_ha": 0.222,
  "energy_ev": -103184.3478,
  "multiplicity": 1,
  "e_homo_ev": -14.668,
  "elements": ["Sn", "As", "F", "F", "F", "F", "F", "F", "O", "S", "O", "O", "C", "C", "C", "H", "H", "H", "H", "H", "H", "H", "H"],
  "positions_angstrom": [[0.67, 2.85, -1.16], [2.65, 5.33, 2.46], [2.12, 4.31, 0.85], [3.92, 4.23, 2.64], [3.09, 6.17, 3.81], [1.29, 6.30, 2.12], [1.65, 4.21, 3.30], [3.60, 6.34, 1.51], [-0.14, 0.02, -1.39], [-0.23, -1.49, -1.50], [1.00, -2.15, -1.37], [-1.24, -1.87, -0.48], [-1.30, -3.45, -0.13], [-2.61, -3.71, 0.58], [-0.96, -1.85, -3.00], [-0.38, -3.63, 0.43], [-1.25, -4.00, -1.07], [-2.60, -4.80, 0.50], [-3.51, -3.34, 0.09], [-2.54, -3.47, 1.65], [-0.26, -1.59, -3.80], [-1.96, -1.46, -3.15], [-1.00, -2.94, -2.88]]
}

=====

[6]
{
  "formula": "C3H8B5F4I2O5",
  "method": "ωB97M-V/def2-TZVPD",
  "charge": -1,
  "e_lumo_ev": 2.44,
  "gap_ha": 0.321,
  "energy_ev": -43949.1207,
  "multiplicity": 1,
  "e_homo_ev": -6.295,
  "elements": ["C", "C", "I", "C", "I", "B", "O", "B", "O", "B", "B", "O", "O", "O", "H", "H", "H", "H", "H", "H", "H", "H", "B", "F", "F", "F", "F"],
  "positions_angstrom": [[2.43, -1.19, 1.78], [1.86, -1.00, 0.38], [3.11, -1.99, -1.07], [1.61, 0.45, -0.02], [3.34, 1.70, 0.00], [0.41, 1.11, 0.75], [-0.10, 2.37, 0.51], [-1.47, 2.40, 0.40], [-2.23, 1.57, 1.24], [-1.61, 0.33, 1.26], [-2.31, -1.10, 0.65], [-2.08, -2.38, 1.17], [-3.10, -0.98, -0.46], [-0.28, 0.34, 1.70], [3.10, -0.38, 2.06], [2.99, -2.12, 1.84], [1.60, -1.24, 2.48], [0.90, -1.49, 0.30], [1.32, 0.44, -1.07], [-2.03, 3.06, -0.41], [-2.52, -2.45, 2.02], [-2.76, -1.57, -1.15], [-0.44, 0.83, -2.89], [-1.57, 1.26, -2.16], [0.57, 1.81, -2.83], [0.04, -0.37, -2.28], [-0.80, 0.57, -4.21]]
}

=====

[7]
{
  "formula": "C3H8Br2N2",
  "method": "ωB97M-V/def2-TZVPD",
  "e_lumo_ev": [-1.39, -1.52],
  "gap_ha": [0.278, 0.273],
  "energy_ev": -146301.6086,
  "multiplicity": 1,
  "e_homo_ev": [-8.965, -8.939],
  "elements": ["C", "C", "C", "N", "N", "Br", "Br", "H", "H", "H", "H", "H", "H", "H", "H"],
  "positions_angstrom": [[1.22, 1.42, 0.07], [-1.12, -0.47, 0.25], [0.20, -2.14, -0.76], [1.75, 0.15, 0.01], [0.11, -1.19, 0.15], [1.66, -3.23, -0.75], [0.06, -1.35, -2.80], [0.77, 1.81, 1.02], [2.08, 2.10, -0.32], [0.42, 1.60, -0.63], [-1.11, 0.15, 1.16], [-1.29, 0.02, -0.75], [-1.97, -1.15, 0.49], [-0.69, -2.79, -1.01], [1.89, -0.25, 0.88]]
}

=====

[8]
{
  "formula": "C3H8CaO3",
  "method": "ωB97M-V/def2-TZVPD",
  "charge": 1,
  "s2": 0.758,
  "e_lumo_ev": [-5.92, -5.44],
  "gap_ha": [0.189, 0.275],
  "energy_ev": -27809.8475,
  "multiplicity": 2,
  "e_homo_ev": [-11.050, -12.935],
  "elements": ["O", "C", "C", "O", "Ca", "H", "H", "H", "H", "O", "H", "C", "H", "H", "H"],
  "positions_angstrom": [[-0.33, -0.68, 1.70], [-1.53, -0.12, 1.54], [0.39, 1.48, 0.38], [0.79, 1.93, 1.81], [0.83, 0.35, 3.11], [-2.16, 0.59, 0.99], [-2.29, -0.73, 2.07], [-0.28, 2.15, -0.18], [1.36, 1.07, 0.04], [-0.22, -0.65, -1.27], [-0.09, -1.08, -0.22], [0.70, -1.00, -2.28], [0.70, -0.27, -3.10], [1.73, -1.06, -1.89], [0.39, -1.97, -2.69]]
}

=====

[9]
{
  "formula": "C3H8Cl2IOPdS",
  "method": "ωB97M-V/def2-TZVPD",
  "charge": -1,
  "e_lumo_ev": 2.87,
  "gap_ha": 0.209,
  "energy_ev": -52750.3845,
  "multiplicity": 1,
  "e_homo_ev": -2.829,
  "elements": ["Pd", "Cl", "C", "Cl", "H", "H", "C", "S", "C", "O", "H", "H", "H", "H", "H", "H", "I"],
  "positions_angstrom": [[1.00, -0.53, -0.57], [4.06, 0.53, -0.61], [3.43, 2.18, -0.46], [1.66, 2.16, -0.43], [3.76, 2.75, -1.32], [3.79, 2.60, 0.47], [-2.59, -0.04, -0.50], [-1.04, -0.06, 0.41], [-1.32, -1.65, 1.19], [-1.21, 0.94, 1.52], [-3.42, -0.15, 0.20], [-2.56, -0.85, -1.23], [-2.66, 0.93, -1.01], [-1.39, -2.43, 0.43], [-2.22, -1.59, 1.80], [-0.44, -1.83, 1.80], [1.14, -2.96, -1.69]]
}

=====

[10]
{
  "formula": "C3H8Cl2SSi",
  "method": "ωB97M-V/def2-TZVPD",
  "e_lumo_ev": 0.66,
  "gap_ha": 0.350,
  "energy_ev": -47001.2296,
  "multiplicity": 1,
  "e_homo_ev": -8.860,
  "smiles": "CSC[Si](C)(Cl)Cl",
  "elements": ["C", "C", "C", "Si", "S", "Cl", "Cl", "H", "H", "H", "H", "H", "H", "H", "H"],
  "positions_angstrom": [[-1.43, 0.89, -2.44], [1.45, -0.34, 2.04], [-0.44, -0.74, 0.08], [-1.17, -0.94, -1.67], [1.19, -0.01, 0.27], [-3.14, -1.65, -1.55], [-0.17, -2.44, -2.59], [-1.65, 0.89, -3.51], [-2.17, 1.42, -1.82], [-0.41, 1.45, -2.42], [0.90, -1.26, 2.14], [1.08, 0.42, 2.64], [2.55, -0.42, 2.07], [-1.32, -0.19, 0.55], [-0.62, -1.77, 0.60]]
}

=====

[11]
{
  "formula": "C3H8ClN",
  "method": "ωB97M-V/def2-TZVPD",
  "e_lumo_ev": 0.98,
  "gap_ha": 0.404,
  "energy_ev": -17252.9036,
  "multiplicity": 1,
  "e_homo_ev": -10.002,
  "smiles": "NCCCCl",
  "elements": ["C", "C", "C", "H", "H", "H", "H", "H", "H", "H", "H", "N", "Cl"],
  "positions_angstrom": [[0.47, -0.80, 0.33], [-0.44, 0.52, 0.18], [-0.99, 0.78, -1.22], [1.73, -1.74, 1.49], [2.16, -0.18, 1.28], [-0.28, -1.65, 0.54], [0.89, -0.99, -0.70], [-1.31, 0.45, 0.83], [0.20, 1.35, 0.56], [-1.74, -0.01, -1.41], [-0.18, 0.77, -1.94], [1.36, -0.80, 1.51], [-1.85, 2.31, -1.45]]
}

=====

[12]
{
  "formula": "C3H8ClN3S",
  "method": "ωB97M-V/def2-TZVPD",
  "e_lumo_ev": 0.63,
  "gap_ha": 0.356,
  "energy_ev": -31066.8068,
  "multiplicity": 1,
  "e_homo_ev": -9.070,
  "smiles": "[H]/N=C(\\N)N(S)CCCl",
  "elements": ["C", "C", "C", "H", "H", "H", "H", "H", "H", "H", "H", "N", "N", "N", "S", "Cl"],
  "positions_angstrom": [[1.14, 0.03, -0.40], [-1.11, 0.27, -0.53], [-1.40, -0.19, 0.98], [1.63, -2.05, -0.34], [0.96, -1.29, -1.90], [2.90, -0.30, 0.27], [0.99, 2.20, 1.00], [-1.18, -0.62, -1.09], [-1.96, 0.87, -0.75], [-1.65, 0.64, 1.76], [-0.65, -0.78, 1.47], [0.93, -1.43, -0.80], [2.13, 0.39, 0.33], [0.20, 0.88, -0.80], [0.07, 2.43, -0.10], [-3.02, -1.06, 0.91]]
}